[1]
A 2-piece molecular cluster, C2H9NO overall at a distorted geometry, computed with wB97M-V/def2-TZVPD.

SMILES	COC.N
ΔE to the lowest compared entry with this formula, charge and spin	25.3	kcal per mole
net charge	0
energy	-211.54481	a.u.

CARTESIAN COORDINATES (ANGSTROEM)
C  0.31  -0.02  -2.71
O  1.59  -0.58  -3.03
C  2.53  -0.64  -1.97
H  -0.39  -0.84  -2.59
H  0.41  0.53  -1.77
H  0.01  0.61  -3.54
H  3.40  -0.08  -2.32
H  2.05  -0.43  -1.02
H  2.94  -1.65  -1.92
N  -3.46  0.86  5.29
H  -2.77  1.60  5.25
H  -3.48  0.45  4.37
H  -3.14  0.18  5.96

[2]
C2H9NO as an isolated structure at a distorted geometry, computed with wB97M-V/def2-TZVPD.

ΔE to the lowest compared entry with this formula, charge and spin	80.1	kcal per mole
net charge	0
energy	-211.45750	a.u.

CARTESIAN COORDINATES (ANGSTROEM)
N  0.39  -0.59  2.17
H  0.17  -1.01  3.14
H  -8.04  -0.31  1.43
H  -0.11  -0.76  1.33
H  0.82  0.31  2.44
C  0.70  0.74  -1.71
O  1.17  -0.15  -0.74
C  -0.29  0.13  -0.74
H  0.60  0.39  -2.67
H  0.92  1.88  -1.59
H  -0.84  -0.76  -1.04
H  -0.47  0.54  0.27
H  -7.63  -0.17  2.07

[3]
A 2-piece molecular cluster, C2H9NO2 overall, computed with wB97M-V/def2-TZVPD.

ΔE to the lowest compared entry with this formula, charge and spin	1.1	kcal per mole
expectation value of S²	0.750
2S+1	2
net charge	-1
energy	-286.77561	a.u.

CARTESIAN COORDINATES (ANGSTROEM)
C  0.13  0.84  1.77
N  -0.97  0.54  0.85
C  -0.79  1.02  -0.50
O  0.27  0.46  -1.26
H  0.16  0.10  2.57
H  1.11  0.74  1.29
H  -0.04  1.84  2.18
H  -1.09  -0.48  0.83
H  -0.59  2.09  -0.40
H  -1.75  0.85  -0.99
H  -0.01  -0.45  -1.45
H  0.35  -2.19  -0.16
H  1.87  -2.19  -0.31
O  1.05  -2.35  -0.82

[4]
C2H9NO2Si as an isolated structure at a distorted geometry, computed with wB97M-V/def2-TZVPD.

ΔE to the lowest compared entry with this formula, charge and spin	88.0	kcal per mole
net charge	0
energy	-576.29877	a.u.

CARTESIAN COORDINATES (ANGSTROEM)
C  0.06  0.49  2.63
C  0.32  -0.52  -2.48
N  1.21  -2.11  0.23
O  0.18  0.49  1.26
O  0.12  0.09  -1.22
Si  0.51  -0.61  0.15
H  -0.60  1.40  2.72
H  1.09  0.34  3.00
H  -0.58  -0.34  2.85
H  1.25  -1.10  -2.54
H  0.47  0.23  -3.21
H  -0.69  -1.10  -2.71
H  1.22  -2.43  1.22
H  -2.35  2.98  -0.83
H  -2.21  2.20  -1.09

[5]
A 2-piece molecular cluster, C2H9NO2Si2 overall at a distorted geometry, computed with wB97M-V/def2-TZVPD.

SMILES	[SiH3]ONO[SiH3].C#C
ΔE to the lowest compared entry with this formula, charge and spin	68.5	kcal per mole
net charge	0
energy	-865.57533	a.u.

CARTESIAN COORDINATES (ANGSTROEM)
Si  -0.26  2.50  -0.13
O  0.22  1.46  0.99
N  0.27  0.17  1.50
O  1.58  -0.25  1.31
Si  2.28  -1.23  0.12
H  0.54  2.03  -1.36
H  0.36  3.60  0.40
H  -1.59  2.43  -0.59
H  -0.29  -0.36  1.03
H  1.21  -1.22  -1.08
H  2.48  -2.48  0.70
H  3.37  -0.48  -0.24
C  -2.96  -1.36  -0.29
C  -2.02  -1.74  -0.97
H  -3.79  -1.35  0.46
H  -1.42  -1.72  -1.84

[6]
A 2-piece molecular cluster, C2H9NO3 overall at a distorted geometry, computed with wB97M-V/def2-TZVPD.

SMILES	[NH3+]O[O-].CCO
ΔE to the lowest compared entry with this formula, charge and spin	158.5	kcal per mole
net charge	0
energy	-361.86225	a.u.

CARTESIAN COORDINATES (ANGSTROEM)
N  1.23  1.72  1.42
O  2.13  1.10  0.26
O  2.17  -0.20  0.69
H  1.65  1.00  2.10
H  0.27  1.40  1.18
H  1.41  2.72  1.45
C  -1.15  -1.61  -1.28
C  -1.19  -0.21  -0.68
O  -0.52  -0.15  0.57
H  -1.71  -1.64  -2.22
H  -0.12  -1.91  -1.48
H  -1.60  -2.33  -0.59
H  -2.22  0.10  -0.49
H  -0.74  0.51  -1.38
H  0.40  -0.50  0.45

[7]
A 3-piece molecular cluster, C2H9NO4 overall at a distorted geometry, computed with wB97M-V/def2-TZVPD.

SMILES	NCC(=O)O.O.O
ΔE to the lowest compared entry with this formula, charge and spin	15.4	kcal per mole
net charge	0
energy	-437.32293	a.u.

CARTESIAN COORDINATES (ANGSTROEM)
N  1.52  -0.31  1.78
C  1.30  0.87  0.99
C  -0.02  0.72  0.28
O  -0.42  -0.32  -0.18
O  -0.65  1.88  -0.03
H  2.28  -0.16  2.43
H  1.55  -1.18  1.27
H  2.00  1.12  0.19
H  1.24  1.69  1.71
H  -1.52  1.57  -0.32
O  0.89  -3.00  0.35
H  0.02  -3.31  0.60
H  0.77  -2.72  -0.57
O  -2.32  0.81  -2.59
H  -2.73  0.56  -1.76
H  -2.43  0.01  -3.12

[8]
A 3-piece molecular cluster, C2H9NO4 overall at a distorted geometry, computed with wB97M-V/def2-TZVPD.

SMILES	O=CNCO.O.O
ΔE to the lowest compared entry with this formula, charge and spin	23.7	kcal per mole
net charge	0
energy	-437.30969	a.u.

CARTESIAN COORDINATES (ANGSTROEM)
O  1.46  1.57  -0.15
C  0.43  1.20  -0.70
N  -0.57  0.57  -0.06
C  -0.72  0.52  1.42
O  -0.76  -0.85  1.91
H  0.17  1.39  -1.77
H  -1.21  -0.05  -0.53
H  0.27  0.90  1.89
H  -1.66  1.03  1.68
H  0.09  -1.22  1.63
O  -1.63  -1.28  -2.92
H  -2.20  -1.97  -2.50
H  -2.01  -1.25  -3.86
O  2.53  -0.35  1.59
H  2.34  0.25  0.85
H  3.47  -0.47  1.53

[9]
A 3-piece molecular cluster, C2H9NO4 overall at a distorted geometry, computed with wB97M-V/def2-TZVPD.

SMILES	NCC(=O)O.O.O
ΔE to the lowest compared entry with this formula, charge and spin	19.9	kcal per mole
net charge	0
energy	-437.31564	a.u.

CARTESIAN COORDINATES (ANGSTROEM)
N  2.68  -1.29  -0.91
C  1.67  -1.40  0.17
C  0.62  -0.33  -0.06
O  0.93  0.83  -0.19
O  -0.60  -0.84  -0.17
H  2.46  -1.57  -1.85
H  3.13  -0.38  -0.91
H  2.26  -1.36  1.08
H  1.27  -2.40  0.04
H  -1.36  -0.25  -0.15
O  -1.19  2.49  -2.22
H  -1.28  1.61  -1.91
H  -0.39  2.82  -1.82
O  -3.29  0.65  2.59
H  -3.92  1.29  2.95
H  -2.99  0.13  3.36

[10]
A 3-piece molecular cluster, C2H9NO4 overall at a distorted geometry, computed with wB97M-V/def2-TZVPD.

ΔE to the lowest compared entry with this formula, charge and spin	9.4	kcal per mole
expectation value of S²	0.776
2S+1	2
net charge	+1
energy	-436.98746	a.u.

CARTESIAN COORDINATES (ANGSTROEM)
C  -1.41  -1.44  -1.17
N  -0.68  -0.79  -0.14
C  0.05  0.38  -0.20
O  0.11  1.06  -1.32
O  0.65  0.69  0.80
H  -0.83  -1.90  -1.99
H  -1.93  -2.29  -0.74
H  -2.18  -0.77  -1.56
H  -0.89  -1.11  0.82
H  -0.61  0.86  -1.93
H  -1.12  -2.96  2.65
H  -1.23  -1.46  2.88
O  -1.23  -2.12  2.17
H  3.62  4.37  -0.76
H  3.89  3.27  0.30
O  3.78  4.22  0.18

[11]
The molecule C2H9NOSi at a distorted geometry, computed with wB97M-V/def2-TZVPD.

ΔE to the lowest compared entry with this formula, charge and spin	33.7	kcal per mole
expectation value of S²	2.006
2S+1	3
net charge	0
energy	-500.83830	a.u.

CARTESIAN COORDINATES (ANGSTROEM)
C  1.16  -0.56  -0.77
C  0.20  -1.03  0.37
N  -0.47  0.06  1.00
O  -0.72  -2.02  -0.18
Si  -0.53  1.74  0.40
H  0.69  0.34  -1.24
H  2.08  -0.27  -0.31
H  1.32  -1.38  -1.45
H  0.71  -1.58  1.19
H  -1.34  -0.16  1.29
H  -1.26  -1.77  -0.95
H  -1.19  2.59  1.34
H  -1.42  1.92  -0.73
H  0.77  2.11  0.04

[12]
A 2-piece molecular cluster, C2H9NP overall at a distorted geometry, computed with wB97M-V/def2-TZVPD.

ΔE to the lowest compared entry with this formula, charge and spin	59.9	kcal per mole
net charge	+1
energy	-477.31207	a.u.

CARTESIAN COORDINATES (ANGSTROEM)
C  0.19  -1.58  -0.75
C  -0.29  1.21  -0.05
N  1.30  -1.62  -1.35
P  -0.92  1.35  1.50
H  0.24  -2.02  0.21
H  -0.62  -1.29  -1.30
H  -1.01  1.39  -0.76
H  0.71  1.52  -0.41
H  -1.43  0.19  2.07
H  1.40  -1.24  -2.34
H  2.28  -1.87  -1.06
H  -1.82  2.53  1.69
H  -0.02  1.42  2.56